[1]
The following is a quantum chemistry calculation of a structure of composition C10H30MnO2P2Si in a non-equilibrium geometry, from OMol25.

Calculated values
Net charge: +2
<S²>: 1.09
Multiplicity: 2
E, eV: -72710.1724
E_LUMO (spin up / spin down), eV: -9.076 / -7.837

Geometry (Å):
Mn: -0.15566 0.46933 0.34112
Si: -0.64804 -1.99731 0.31241
P: 2.97774 -0.26038 1.22419
P: -2.61822 0.06980 0.79556
H: 0.67972 0.60966 -1.00948
C: 3.90571 1.27320 1.30463
H: 4.97726 1.09119 1.15917
H: 3.73987 1.72838 2.29026
H: 3.54078 1.96334 0.53203
C: 3.27576 -1.08707 -0.34784
H: 4.33786 -1.34826 -0.43090
H: 3.00667 -0.42276 -1.17830
H: 2.67330 -2.00231 -0.41788
C: 3.52698 -1.34458 2.54341
H: 4.59416 -1.57572 2.42066
H: 2.94663 -2.27631 2.52854
H: 3.37430 -0.83934 3.50678
C: -3.34169 1.71631 1.13824
H: -4.43973 1.65791 1.15306
H: -3.01825 2.44135 0.38172
H: -2.98833 2.05583 2.12138
C: -3.56446 -0.43224 -0.70081
H: -4.62812 -0.20972 -0.53856
H: -3.44130 -1.50453 -0.89901
H: -3.20172 0.13536 -1.56945
C: -3.38234 -0.84837 2.19230
H: -4.47537 -0.86251 2.07955
H: -3.11977 -0.33540 3.12733
H: -3.00592 -1.87501 2.24014
C: -0.44337 -2.66118 -1.46424
H: 0.50263 -2.31591 -1.89905
H: -1.28204 -2.34600 -2.09791
H: -0.43408 -3.75906 -1.41257
H: 0.48592 -2.55639 1.10694
H: -1.81872 -2.78341 0.77903
C: -0.04761 1.72755 -1.64688
O: -0.91009 2.00152 -0.61671
C: 0.85576 2.91601 -1.92781
H: 1.29407 2.86710 -2.92817
H: 1.66952 2.98030 -1.19957
H: 0.26016 3.83492 -1.85491
C: -0.67289 1.12426 -2.88882
H: -1.64120 1.60227 -3.09515
H: -0.82583 0.04150 -2.77968
H: -0.01582 1.27728 -3.75541
O: 1.49579 0.05941 1.38069

***

[2]
The following is a quantum chemistry calculation of a cluster of 4 separate species, C10H24N8O7P2 in total in a non-equilibrium geometry, from OMol25.

Calculated values
Net charge: 0
E, eV: -55593.8063
E_LUMO, eV: 0.088

Geometry (Å):
C: 2.25982 2.46356 2.64869
C: 1.58235 3.06110 1.38909
O: 1.31474 2.07211 0.40755
C: -0.03233 1.75527 0.20587
C: -0.47915 0.57910 1.13236
C: -0.59608 -0.68102 0.36319
N: -0.52354 -1.65801 -0.23500
C: -1.87855 0.92891 1.78677
C: -2.57304 -0.32483 2.16297
N: -3.18997 -1.20246 2.57129
P: -1.55107 1.92493 3.32947
P: -2.78724 3.71442 3.10756
O: -3.95992 3.54238 2.23530
O: -1.83609 4.94901 2.64947
O: -3.16723 4.12841 4.63332
H: 2.34793 1.38163 2.54634
H: 3.27973 2.84069 2.72826
H: 1.72103 2.71263 3.56143
H: 0.68379 3.60969 1.68790
H: 2.28851 3.75772 0.93583
H: -0.69545 2.61493 0.36188
H: -0.18833 1.44041 -0.82539
H: 0.23621 0.46306 1.94425
H: -2.46257 1.47856 1.04739
H: -2.28139 1.23250 4.32061
H: -1.73110 4.89733 1.68990
H: -2.34410 4.10531 5.14511
C: 0.31489 -5.59692 -1.51652
O: 0.55653 -5.99940 -0.39001
N: 0.44395 -6.39768 -2.62022
N: -0.08534 -4.31712 -1.76040
H: 0.25404 -6.09025 -3.55416
H: 0.73991 -7.34315 -2.46808
H: -0.19574 -3.70440 -0.96916
H: -0.26942 -3.95807 -2.67692
C: 3.64081 -2.16301 -0.53372
O: 3.98993 -1.00009 -0.40904
N: 4.48939 -3.13585 -0.99178
N: 2.38299 -2.59069 -0.23075
H: 4.22407 -4.09642 -1.09780
H: 5.42341 -2.85711 -1.22361
H: 1.73454 -1.91140 0.10812
H: 2.08263 -3.54436 -0.32572
C: -1.72648 1.25663 -3.61973
O: -1.91621 1.59111 -2.46068
N: -2.24820 1.94990 -4.67270
N: -0.97691 0.16370 -3.94705
H: -2.10618 1.69453 -5.63070
H: -2.80387 2.75678 -4.46008
H: -0.58109 -0.36529 -3.19130
H: -0.80467 -0.12878 -4.88937

***

[3]
The following is a quantum chemistry calculation of a cluster of 5 separate species, C2H16N2O4 in total in a non-equilibrium geometry, from OMol25.

Calculated values
Net charge: 0
E, eV: -13501.5299
E_LUMO, eV: 0.672

Geometry (Å):
C: -0.24774 0.43764 1.95368
N: 0.06599 -0.95017 1.34199
C: 1.00364 -0.76320 0.06460
N: 0.16011 -0.79712 -1.15327
H: -1.08487 0.37351 2.55715
H: 0.68554 0.89496 2.30791
H: -0.52481 1.00350 0.89806
H: 0.40114 -1.47656 2.12236
H: 1.58526 -1.73489 -0.00919
H: 1.66348 0.11769 0.00491
H: -0.10841 -1.71430 -1.35396
H: -0.50982 -0.09579 -1.10810
H: -2.48349 -1.12746 0.39197
H: -3.62981 -1.53754 1.58217
O: -3.40319 -0.99665 0.75037
H: -5.12071 0.66493 -1.70164
H: -3.89524 0.43585 -0.67312
O: -4.08300 0.67050 -1.50798
H: 4.63942 1.14467 0.77481
H: 4.00860 2.49443 1.03246
O: 3.88425 1.50121 1.32931
H: 1.89142 0.50336 -2.18211
H: 2.86184 -0.23549 -2.96758
O: 2.78974 0.63413 -2.46006

***

[4]
The following is a quantum chemistry calculation of a structure of composition C30H47BMnO2P2 in a non-equilibrium geometry, from OMol25.

Calculated values
Net charge: +2
<S²>: 3.89
Multiplicity: 4
E, eV: -86528.8017
E_LUMO (spin up / spin down), eV: -6.864 / -7.532

Geometry (Å):
Mn: 1.18792 0.01084 1.12909
C: 1.77552 1.72635 2.22611
C: 0.91272 0.88879 3.03704
C: 2.83660 -0.32304 2.52423
C: 2.96284 0.97189 1.92353
C: 1.58378 -0.37915 3.22843
C: 1.58659 3.16535 1.89231
H: 0.54929 3.47968 2.04572
H: 1.86817 3.38053 0.85132
H: 2.22069 3.79719 2.53360
C: 4.22502 1.50422 1.33602
H: 4.03905 2.28690 0.58620
H: 4.79868 0.71186 0.83570
H: 4.87112 1.93703 2.12153
C: 3.93836 -1.32553 2.58360
H: 4.64516 -1.09519 3.40149
H: 4.52015 -1.33672 1.65039
H: 3.55293 -2.34087 2.74487
C: 1.16011 -1.49898 4.11543
H: 1.70234 -1.47383 5.07463
H: 1.37478 -2.47708 3.66311
H: 0.09135 -1.45006 4.35295
C: -0.36765 1.30156 3.68138
H: -0.20275 1.63208 4.72243
H: -1.09669 0.47492 3.72974
H: -0.84363 2.14778 3.16334
C: -3.98064 1.57752 -3.00995
C: -4.35369 2.41850 -2.03641
C: -5.70741 2.40240 -1.37036
C: -6.29702 0.99878 -1.06813
C: -5.29394 -0.00698 -0.57761
C: -4.54904 -0.82784 -1.32840
C: -4.58026 -0.90343 -2.83273
C: -4.80240 0.44493 -3.56793
H: -6.43189 2.94548 -2.01113
H: -6.85389 0.63854 -1.94399
H: -5.65411 2.95805 -0.41591
H: -5.87708 0.67801 -3.58446
H: -3.02132 1.73283 -3.52012
H: -3.72734 3.28618 -1.79443
H: -4.49300 0.28466 -4.61280
H: -3.63006 -1.34141 -3.19621
H: -3.95142 -1.60797 -0.83611
H: -5.38728 -1.60135 -3.13470
H: -7.03246 1.14696 -0.26170
H: -5.23684 -0.08603 0.51531
P: -0.23018 0.84316 -0.41573
P: 0.01216 -1.87197 0.67348
C: -1.28735 -0.40813 -1.31518
C: -0.83650 -1.82639 -0.97009
H: -1.19535 -0.17738 -2.39130
H: -2.35003 -0.24128 -1.06562
H: -1.66950 -2.54390 -0.95599
H: -0.12513 -2.17728 -1.72845
C: 0.78843 -3.49767 0.83992
H: 0.98561 -3.71371 1.89658
H: 1.72599 -3.48892 0.27978
H: 0.11932 -4.25699 0.41905
C: -1.37754 -1.99502 1.86049
H: -2.15728 -2.64451 1.43614
H: -1.79795 -1.00983 2.10308
H: -0.99727 -2.45463 2.78023
C: 0.43643 1.87481 -1.74642
H: 0.80502 2.82072 -1.31877
H: -0.34142 2.06549 -2.49860
H: 1.27781 1.35297 -2.21153
C: -1.45221 1.97885 0.32199
H: -1.82663 1.58868 1.27541
H: -2.29379 2.14203 -0.36612
H: -0.94585 2.93520 0.50513
O: 2.82741 0.17560 -1.53819
B: 2.20143 -0.67989 -0.54647
O: 2.83922 -1.98217 -0.68391
C: 3.89661 -1.81294 -1.52458
C: 5.00524 -2.62812 -1.64148
C: 6.12636 -2.09565 -2.28590
C: 6.09938 -0.80929 -2.83330
C: 4.94903 -0.01649 -2.76949
C: 3.87742 -0.52881 -2.06176
H: 4.98516 -3.62327 -1.20446
H: 7.02753 -2.71051 -2.34740
H: 6.98853 -0.40831 -3.31712
H: 4.87859 0.97123 -3.21989

***

[5]
The following is a quantum chemistry calculation of a cluster of 12 separate species, H24O12 in total in a non-equilibrium geometry, from OMol25.

Calculated values
Net charge: 0
E, eV: -24954.9944
E_LUMO, eV: -0.747

Geometry (Å):
H: -0.28216 -0.52263 -0.25132
H: 0.53580 0.85030 0.08490
H: 3.81408 -4.01537 -2.14316
H: 2.73793 -3.23584 -1.34404
H: -0.91537 -2.12462 3.82240
H: -0.93650 -1.91986 5.42250
H: 1.09368 4.19172 2.01872
H: 1.99356 4.80473 3.17145
H: -3.94940 2.03032 -3.58718
H: -2.83493 2.02249 -2.52184
H: -1.80842 -0.40907 1.52040
H: -0.38650 -0.87529 1.72669
H: -1.66807 -2.61172 1.91995
H: -1.85466 -2.98436 0.55552
H: -2.74592 1.51983 0.07545
H: -3.60579 0.55560 -0.72282
H: 1.00063 2.41539 -0.60361
H: 1.24876 2.13157 0.77817
H: 4.63380 0.42372 -0.35856
H: 5.60358 1.12037 -1.26709
H: -1.33183 -2.31360 -2.08741
H: -0.12544 -1.51388 -2.40917
H: -1.96868 -0.52053 -2.45907
H: -1.40908 0.67252 -1.85247
O: 0.58826 -0.12836 -0.26507
O: 3.75728 -3.38852 -1.42335
O: -1.14939 -1.51231 4.51834
O: 1.92501 4.13617 2.51442
O: -3.46934 2.61278 -2.91135
O: -1.19136 -0.95344 1.06853
O: -1.21316 -3.12571 1.29403
O: -3.38920 0.91277 0.14811
O: 1.38705 2.85658 0.10951
O: 4.62552 1.08354 -1.05532
O: -0.39904 -2.26636 -1.78121
O: -1.07651 -0.18861 -2.15269

***

[6]
The following is a quantum chemistry calculation of a cluster of 2 separate species, C6H14N3S in total in a non-equilibrium geometry, from OMol25.

Calculated values
Net charge: +1
E, eV: -21745.8159
E_LUMO, eV: -3.031

Geometry (Å):
C: -0.09764 -0.86836 -2.30535
C: -1.39439 -0.87779 -1.47933
C: 1.11643 -1.41221 -1.59187
C: -1.02655 -0.23975 -0.13459
C: -2.25918 2.83451 3.23883
C: 2.32309 0.09962 -0.01195
N: 1.30785 -0.64316 -0.37442
N: 2.26421 0.62935 1.17996
N: 0.26964 -0.65495 0.57904
S: -0.69774 2.57869 3.06466
H: -0.30591 -1.53206 -3.20241
H: 0.12294 0.10580 -2.66183
H: -2.21222 -0.34021 -1.97856
H: -1.70157 -1.84030 -1.30310
H: 1.02780 -2.46337 -1.42824
H: 1.83950 -1.40764 -2.34535
H: -0.93444 0.77740 -0.20208
H: -1.64416 -0.40931 0.80082
H: -2.73428 2.85774 4.26789
H: -2.89936 2.89232 2.43030
H: 3.17571 0.02140 -0.61119
H: 1.36499 0.42919 1.57931
H: 3.01302 1.04740 1.72520
H: 0.08229 -1.58428 0.76425